Formula: C32H24AsF6N5O11S8W
Source: the OMol25 dataset
Level of theory: ωB97M-V/def2-TZVPD

Last column: Mulliken charge in e.
Cartesian coordinates (Å):
W 0.435 0.476 1.358  1.72
C -0.127 -4.215 1.157  -1.65
C -0.197 -2.789 1.629  0.41
N 0.733 -1.885 1.104  1.35
N 1.464 -2.470 0.176  -1.17
C 2.385 -1.822 -0.465  -0.12
S 2.823 -0.166 -0.178  0.25
S 3.297 -2.758 -1.638  -0.23
C 4.320 -3.750 -0.444  -1.28
C 5.101 -2.857 0.460  0.64
C 4.583 -2.489 1.699  0.06
C 5.291 -1.640 2.534  -0.45
C 6.527 -1.152 2.141  -0.36
C 7.044 -1.504 0.903  -0.60
C 6.332 -2.345 0.064  -0.42
C -1.176 -2.392 2.567  0.91
C -2.301 -3.190 2.896  -1.17
C -3.206 -2.800 3.856  -0.78
C -3.046 -1.590 4.527  -0.73
C -1.964 -0.777 4.228  -0.33
C -1.039 -1.152 3.261  0.09
O 0.021 -0.395 2.999  -0.36
H 0.918 -4.516 1.105  0.23
H -0.534 -4.305 0.146  0.22
H -0.661 -4.884 1.827  0.56
H 4.963 -4.355 -1.082  0.53
H 3.622 -4.384 0.100  0.33
H 3.614 -2.864 2.003  0.18
H 4.870 -1.343 3.485  0.31
H 7.077 -0.487 2.793  0.37
H 8.004 -1.115 0.587  0.35
H 6.726 -2.608 -0.910  0.35
H -2.480 -4.108 2.353  0.39
H -4.050 -3.437 4.093  0.36
H -3.768 -1.278 5.271  0.40
H -1.815 0.174 4.723  0.49
F 1.963 3.727 3.855  -0.17
C 2.527 2.537 4.012  0.61
F 3.654 2.758 4.714  -0.27
F 1.766 1.759 4.776  -0.21
S 3.003 1.669 2.389  0.83
O 2.232 0.371 2.400  -0.63
O 4.403 1.445 2.584  -0.65
N 2.635 2.702 1.312  -0.11
S 2.906 2.415 -0.338  0.66
O 0.554 1.594 0.067  -0.46
O 4.355 2.329 -0.495  -0.68
C 2.766 4.312 -0.825  0.43
F 3.054 5.210 0.124  -0.25
F 1.588 4.647 -1.371  -0.18
F 3.683 4.494 -1.795  -0.22
O 0.423 4.472 1.306  -0.61
As -0.590 3.056 1.676  1.16
O -1.692 3.828 2.621  -1.05
O 0.433 2.001 2.556  -0.38
C -1.581 2.927 -0.068  -0.17
C -1.594 4.023 -0.919  -0.67
C -2.305 3.961 -2.108  -0.82
C -3.078 2.848 -2.418  -0.42
C -3.111 1.772 -1.549  -0.66
C -2.333 1.806 -0.404  0.11
S -2.261 0.444 0.714  2.35
O -1.848 1.025 1.996  -0.81
O -3.500 -0.265 0.710  -0.83
O -1.082 -0.408 0.357  -0.29
H 1.348 4.208 1.409  0.36
H -1.045 4.904 -0.617  0.55
H -2.269 4.793 -2.800  0.39
H -3.660 2.822 -3.331  0.42
H -3.731 0.910 -1.734  0.66
S -2.651 1.759 -6.533  -0.43
C -2.062 0.908 -5.235  0.24
S -0.493 1.234 -4.546  -0.12
C -0.798 0.026 -3.265  -0.15
N -1.957 -0.528 -3.409  -0.81
N -2.664 -0.069 -4.492  0.65
C -3.999 -0.533 -4.586  0.38
C -4.591 -1.072 -3.438  -0.12
C -5.929 -1.421 -3.445  -0.77
C -6.694 -1.273 -4.592  -0.42
C -6.088 -0.816 -5.750  -0.57
C -4.749 -0.457 -5.760  -0.60
S 0.360 -0.317 -2.088  -0.15
H -3.996 -1.211 -2.547  0.62
H -6.377 -1.795 -2.534  0.38
H -7.746 -1.528 -4.583  0.36
H -6.666 -0.724 -6.661  0.35
H -4.300 -0.108 -6.671  0.32

Forces on the atoms, in the same order (eV/Å):
W 3.19 -4.12 -0.43
C -0.02 0.34 0.00
C -0.62 -0.66 0.44
N 1.30 0.29 -1.10
N -1.07 0.24 1.09
C 0.92 1.35 -0.19
S -1.15 -2.50 -0.52
S 0.41 -0.21 0.02
C -0.46 0.41 -0.45
C 0.13 -0.09 0.14
C 0.06 -0.09 0.00
C 0.04 0.00 0.03
C 0.00 -0.01 0.04
C 0.07 0.01 -0.02
C -0.05 -0.06 0.07
C 0.36 0.29 0.00
C -0.04 -0.10 -0.01
C -0.05 -0.05 0.03
C 0.01 0.05 0.08
C 0.26 0.03 -0.07
C -0.51 -0.83 0.74
O -1.28 -0.78 1.56
H -0.03 -0.16 -0.03
H 0.03 -0.12 -0.06
H -0.03 0.06 0.01
H 0.02 -0.09 0.04
H 0.10 -0.08 0.06
H -0.04 0.01 0.01
H -0.03 0.03 0.00
H -0.02 0.06 -0.02
H 0.00 0.02 -0.01
H 0.02 0.01 -0.03
H 0.05 -0.02 0.02
H -0.02 0.01 -0.08
H 0.00 0.01 0.02
H -0.01 0.02 -0.01
F -0.15 -0.20 -0.25
C 0.10 0.23 0.56
F 0.10 -0.18 -0.32
F -0.04 0.00 -0.21
S 1.60 1.39 0.24
O 0.50 0.70 0.36
O 0.00 -0.61 0.12
N 0.12 -0.25 -0.20
S 1.59 2.67 0.53
O -0.90 0.66 -0.22
O 0.27 -0.48 -0.47
C -0.11 0.24 -0.49
F -0.11 -0.35 0.22
F -0.08 -0.24 0.21
F -0.05 -0.22 0.10
O 0.37 -0.90 -0.27
As -3.26 5.98 0.31
O 0.11 -0.89 0.13
O -0.59 -0.26 -0.32
C 0.20 -0.43 0.42
C 0.19 -0.03 0.34
C -0.11 -0.07 0.03
C 0.01 0.02 0.03
C -0.06 -0.18 0.08
C 0.36 0.23 0.37
S -2.70 -0.02 -0.77
O 0.68 0.60 -0.24
O 0.29 0.05 -0.24
O -0.34 -0.42 -0.08
H 0.18 0.05 0.00
H 0.09 0.01 -0.18
H -0.02 0.05 0.03
H 0.03 -0.02 -0.04
H -0.03 -0.08 -0.12
S -0.06 0.30 -0.36
C -0.05 -0.18 0.38
S -0.60 -0.46 0.14
C 0.37 0.34 -0.44
N -0.29 -0.70 0.58
N 0.63 0.72 -0.52
C -0.31 -0.06 0.07
C 0.10 0.09 0.00
C -0.04 0.00 -0.01
C -0.04 -0.06 0.00
C -0.07 -0.06 0.09
C 0.11 0.01 0.00
S 0.36 -0.33 -0.96
H 0.03 0.06 -0.01
H 0.00 -0.04 0.02
H -0.03 -0.01 -0.02
H 0.03 -0.01 -0.04
H 0.07 0.07 0.00

* charge: -2
* max |F|: 6.821 eV/Å
* spin multiplicity: 3
* energy above the lowest of the compared OMol25 structures with the same formula, charge and spin: 53.1 kcal per mole
* gap between HOMO and LUMO (spin up / spin down): 4.581 / 4.726 eV